C57H133N3O27 | ωB97M-V/def2-TZVPD

Geometry (Å):
C -14.039 -19.148 -12.014
O -13.088 -20.258 -12.109
C -12.928 -20.592 -10.766
C -11.944 -21.706 -10.716
O -11.402 -21.900 -9.452
C -12.392 -22.102 -8.401
C -11.718 -22.404 -7.045
O -10.993 -23.620 -7.076
C -10.477 -23.948 -5.783
H -14.136 -18.674 -12.991
H -13.533 -18.391 -11.416
H -14.977 -19.365 -11.504
H -13.880 -20.855 -10.304
H -12.440 -19.787 -10.218
H -11.271 -21.586 -11.565
H -12.460 -22.657 -10.846
H -13.015 -22.957 -8.666
H -13.090 -21.270 -8.309
H -12.487 -22.430 -6.273
H -10.977 -21.628 -6.857
H -9.696 -23.233 -5.524
H -10.032 -24.936 -5.903
H -11.291 -24.112 -5.077
C -26.034 -13.825 2.412
O -26.285 -13.324 1.085
C -27.230 -14.104 0.311
C -27.437 -13.705 -1.134
O -26.346 -14.170 -1.914
C -25.356 -13.160 -2.058
C -24.260 -13.566 -3.042
O -23.500 -14.640 -2.468
C -23.855 -15.985 -2.787
H -25.451 -14.746 2.391
H -26.954 -13.930 2.988
H -25.380 -13.207 3.026
H -28.195 -13.988 0.805
H -26.928 -15.151 0.301
H -27.631 -12.645 -1.298
H -28.277 -14.244 -1.571
H -25.018 -12.821 -1.079
H -25.801 -12.207 -2.343
H -23.599 -12.728 -3.260
H -24.568 -13.797 -4.062
H -24.902 -16.207 -2.580
H -23.286 -16.647 -2.135
H -23.666 -16.234 -3.831
C -13.948 -13.809 -27.251
O -14.768 -13.482 -26.154
C -16.088 -13.969 -26.227
C -16.905 -13.684 -24.929
O -16.556 -14.487 -23.810
C -15.568 -13.905 -22.911
C -15.504 -14.805 -21.647
O -16.714 -14.842 -20.792
C -16.844 -13.836 -19.718
H -12.931 -13.465 -27.063
H -14.247 -13.239 -28.131
H -13.923 -14.833 -27.623
H -16.126 -15.055 -26.308
H -16.637 -13.556 -27.073
H -17.967 -13.752 -25.163
H -16.787 -12.631 -24.675
H -15.950 -12.964 -22.516
H -14.571 -13.924 -23.350
H -14.787 -14.416 -20.925
H -15.162 -15.833 -21.773
H -16.996 -12.830 -20.107
H -16.098 -13.863 -18.924
H -17.729 -14.075 -19.127
C -25.675 -3.883 -7.510
O -24.634 -4.866 -7.366
C -23.843 -4.734 -6.165
C -22.830 -5.886 -5.751
O -21.533 -5.803 -6.371
C -21.494 -6.374 -7.620
C -20.036 -6.360 -8.126
O -19.028 -7.037 -7.304
C -19.127 -8.440 -7.278
H -25.318 -2.888 -7.243
H -26.505 -4.182 -6.870
H -26.104 -3.875 -8.512
H -24.470 -4.581 -5.287
H -23.193 -3.858 -6.166
H -23.318 -6.819 -6.033
H -22.885 -5.961 -4.665
H -22.157 -5.725 -8.192
H -21.847 -7.405 -7.604
H -19.799 -5.305 -8.266
H -19.994 -6.769 -9.135
H -18.351 -8.865 -6.641
H -19.009 -8.887 -8.265
H -20.012 -8.850 -6.793
C -17.041 -3.725 -14.570
O -16.852 -4.640 -13.489
C -16.863 -6.046 -13.864
C -18.076 -6.558 -14.625
O -19.282 -6.503 -13.844
C -20.408 -7.133 -14.500
C -21.530 -7.687 -13.525
O -22.044 -6.719 -12.651
C -23.143 -5.991 -13.150
H -16.192 -3.849 -15.242
H -16.925 -2.697 -14.226
H -17.967 -3.707 -15.145
H -16.952 -6.504 -12.879
H -15.973 -6.385 -14.394
H -17.932 -7.625 -14.798
H -18.146 -6.060 -15.592
H -20.129 -7.991 -15.112
H -20.884 -6.445 -15.198
H -20.997 -8.428 -12.930
H -22.311 -8.260 -14.025
H -23.494 -5.242 -12.439
H -23.958 -6.706 -13.260
H -22.859 -5.550 -14.106
C -28.785 -9.453 -4.967
O -27.920 -10.229 -5.732
C -27.950 -9.922 -7.127
C -26.904 -10.679 -7.971
O -26.791 -12.093 -7.678
C -28.021 -12.867 -7.687
C -27.717 -14.380 -7.851
O -26.879 -14.631 -8.954
C -26.691 -15.968 -9.120
H -28.374 -8.444 -4.944
H -28.917 -9.842 -3.957
H -29.735 -9.341 -5.490
H -27.801 -8.862 -7.329
H -28.919 -10.227 -7.523
H -25.927 -10.208 -7.862
H -27.201 -10.546 -9.011
H -28.649 -12.513 -8.504
H -28.572 -12.776 -6.751
H -28.668 -14.899 -7.973
H -27.215 -14.772 -6.967
H -27.325 -16.361 -9.915
H -26.587 -16.567 -8.216
H -25.709 -16.036 -9.587
C -17.714 -18.436 -5.250
O -18.288 -19.513 -4.507
C -17.364 -20.314 -3.799
C -18.188 -21.387 -3.048
O -19.154 -22.124 -3.815
C -19.717 -23.153 -2.987
C -20.478 -24.211 -3.759
O -21.373 -23.574 -4.746
C -22.136 -24.559 -5.458
H -17.191 -17.791 -4.545
H -18.460 -17.895 -5.832
H -16.933 -18.906 -5.848
H -16.682 -19.862 -3.080
H -16.725 -20.830 -4.516
H -18.742 -20.908 -2.241
H -17.435 -22.040 -2.605
H -20.388 -22.581 -2.345
H -19.048 -23.611 -2.259
H -21.051 -24.760 -3.011
H -19.835 -24.856 -4.358
H -22.688 -25.253 -4.825
H -21.553 -25.168 -6.149
H -22.867 -23.962 -6.003
C -12.318 -9.963 -13.963
O -11.735 -10.666 -12.836
C -11.932 -9.996 -11.577
C -10.864 -8.837 -11.309
O -11.148 -7.731 -12.073
C -10.014 -6.833 -12.261
C -10.530 -5.431 -12.748
O -9.569 -4.441 -12.593
C -8.361 -4.582 -13.459
H -12.418 -10.676 -14.781
H -11.862 -9.040 -14.323
H -13.349 -9.718 -13.711
H -11.879 -10.833 -10.881
H -12.918 -9.534 -11.528
H -9.857 -9.155 -11.581
H -10.811 -8.578 -10.252
H -9.392 -7.273 -13.041
H -9.461 -6.794 -11.322
H -11.425 -5.165 -12.187
H -10.734 -5.446 -13.818
H -8.557 -4.467 -14.525
H -7.897 -5.541 -13.228
H -7.655 -3.765 -13.314
C -21.165 -12.386 -20.442
O -20.505 -11.358 -20.477
N -22.169 -12.791 -19.607
C -22.654 -14.146 -19.506
C -22.668 -11.904 -18.495
H -20.968 -13.162 -21.198
H -22.659 -14.652 -18.541
H -21.962 -14.728 -20.114
H -23.659 -14.273 -19.908
H -22.616 -10.839 -18.720
H -23.718 -12.139 -18.321
H -22.149 -12.051 -17.547
C -21.582 -14.446 -12.251
O -21.132 -15.003 -13.264
N -20.743 -14.116 -11.303
C -19.309 -14.077 -11.497
C -21.194 -13.745 -9.970
H -22.657 -14.307 -12.061
H -18.819 -14.679 -10.732
H -18.913 -13.066 -11.399
H -18.953 -14.500 -12.437
H -20.970 -12.704 -9.737
H -22.267 -13.776 -9.779
H -20.845 -14.439 -9.205
C -19.116 -21.880 -9.288
O -18.269 -22.464 -9.915
N -20.085 -21.066 -9.804
C -21.029 -20.363 -8.984
C -19.925 -20.802 -11.245
H -19.302 -22.037 -8.214
H -20.993 -19.282 -9.123
H -20.867 -20.449 -7.909
H -22.028 -20.717 -9.236
H -19.002 -21.079 -11.754
H -20.846 -21.095 -11.749
H -20.118 -19.753 -11.467

Summary:
- lowest unoccupied orbital energy (eV) = 0.01
- ΔE to the lowest compared entry with this formula, charge and spin (kJ/mol) = 12.3
- highest occupied orbital energy (eV) = -9.128
- charge = 0
- SMILES = COCCOCCOC.COCCOCCOC.COCCOCCOC.COCCOCCOC.COCCOCCOC.COCCOCCOC.COCCOCCOC.COCCOCCOC.CN(C)C=O.CN(C)C=O.CN(C)C=O

Here are the Mulliken charges for atoms 1 to 99, given in e: number 1, C, carries -0.729; number 2, O, carries -0.385; number 3, C, carries -0.307; number 4, C, carries -0.623; number 5, O, carries -0.351; number 6, C, carries -0.412; number 7, C, carries -0.630; number 8, O, carries -0.299; number 9, C, carries -0.747; number 10, H, carries 0.308; number 11, H, carries 0.322; number 12, H, carries 0.266; number 13, H, carries 0.330; number 14, H, carries 0.353; number 15, H, carries 0.359; number 16, H, carries 0.332; number 17, H, carries 0.340; number 18, H, carries 0.313; number 19, H, carries 0.385; number 20, H, carries 0.317; number 21, H, carries 0.302; number 22, H, carries 0.251; number 23, H, carries 0.307; number 24, C, carries -0.751; number 25, O, carries -0.329; number 26, C, carries -0.505; number 27, C, carries -0.613; number 28, O, carries -0.286; number 29, C, carries -0.402; number 30, C, carries -0.528; number 31, O, carries -0.367; number 32, C, carries -0.619; number 33, H, carries 0.311; number 34, H, carries 0.292; number 35, H, carries 0.266; number 36, H, carries 0.432; number 37, H, carries 0.329; number 38, H, carries 0.379; number 39, H, carries 0.329; number 40, H, carries 0.337; number 41, H, carries 0.349; number 42, H, carries 0.358; number 43, H, carries 0.255; number 44, H, carries 0.238; number 45, H, carries 0.249; number 46, H, carries 0.280; number 47, C, carries -0.773; number 48, O, carries -0.275; number 49, C, carries -0.495; number 50, C, carries -0.677; number 51, O, carries -0.326; number 52, C, carries -0.164; number 53, C, carries -0.728; number 54, O, carries -0.343; number 55, C, carries -0.728; number 56, H, carries 0.261; number 57, H, carries 0.300; number 58, H, carries 0.318; number 59, H, carries 0.319; number 60, H, carries 0.404; number 61, H, carries 0.412; number 62, H, carries 0.345; number 63, H, carries 0.245; number 64, H, carries 0.234; number 65, H, carries 0.419; number 66, H, carries 0.380; number 67, H, carries 0.301; number 68, H, carries 0.318; number 69, H, carries 0.252; number 70, C, carries -0.730; number 71, O, carries -0.266; number 72, C, carries -0.614; number 73, C, carries -0.602; number 74, O, carries -0.362; number 75, C, carries -0.378; number 76, C, carries -0.619; number 77, O, carries -0.344; number 78, C, carries -0.713; number 79, H, carries 0.303; number 80, H, carries 0.285; number 81, H, carries 0.239; number 82, H, carries 0.467; number 83, H, carries 0.363; number 84, H, carries 0.312; number 85, H, carries 0.438; number 86, H, carries 0.401; number 87, H, carries 0.265; number 88, H, carries 0.337; number 89, H, carries 0.388; number 90, H, carries 0.282; number 91, H, carries 0.289; number 92, H, carries 0.264; number 93, C, carries -0.748; number 94, O, carries -0.333; number 95, C, carries -0.590; number 96, C, carries -0.542; number 97, O, carries -0.195; number 98, C, carries -0.431; number 99, C, carries -0.714